No. 1
Entry from the Open Molecules 2025 dataset: a 5-piece molecular cluster, C21H56BrN5O5P overall in a non-equilibrium geometry (ωB97M-V/def2-TZVPD).

Computed properties:
HOMO energy = -2.39 eV
Spin multiplicity = 1
DFT total energy = -119700.1734 eV
LUMO level = 2.2 eV
Net charge = -1
Kohn-Sham gap = 0.1693 Eh

Atoms and positions in Å:
Br: 1.0774 0.6952 2.7465
P: 2.2038 -0.7108 1.3315
O: 3.3901 0.2461 0.4756
O: -0.7573 -4.4546 -0.6188
O: 0.5893 2.7975 6.0313
O: -3.3590 0.8390 -5.5475
O: -0.2569 2.3992 -1.5321
N: -0.5696 -3.2195 1.9820
N: 2.0382 1.2219 -2.8250
N: -1.9026 3.3978 4.7067
N: 4.2464 -2.5447 1.4613
N: -4.4237 -0.8203 -7.6541
C: 3.2287 -1.9016 2.4254
C: -0.4469 3.4958 6.7280
C: -1.6665 -3.4141 -0.2482
C: -1.8596 -3.2472 1.2773
C: 5.2857 -3.2893 2.2696
C: -3.9291 -0.4368 -5.2411
C: -2.7456 -4.3217 1.9031
C: -0.9678 3.3174 -2.3481
C: 0.2547 1.2517 -4.4907
C: -4.1839 1.9451 -5.2151
C: -0.8735 5.5467 5.2352
C: -6.3068 -0.2601 -6.2064
C: 1.6720 3.6161 5.6168
C: 7.0404 -1.2682 1.5644
C: 6.6248 -2.4238 2.6503
C: -0.3034 1.0440 -1.9883
C: 0.6904 0.7186 -3.1279
C: -4.9471 -0.9499 -6.2863
C: -1.4379 4.2501 5.8109
C: -1.3174 -5.7585 -0.5965
C: 7.2053 0.2420 2.2639
H: -2.3067 4.5218 6.4229
H: -3.6368 -4.5021 1.2929
H: 2.5632 2.9873 5.5333
H: -0.8079 1.0557 -4.6690
H: -2.3697 -5.7621 -0.8976
H: -1.3287 0.7610 -2.2555
H: -0.0370 -4.0382 1.6729
H: -5.1146 -2.0148 -6.0832
H: -6.3006 0.7387 -6.6513
H: -0.0320 0.4335 -1.1207
H: 1.9429 2.2084 -2.5659
H: -2.3593 -2.2843 1.4394
H: 7.5201 -3.2087 2.7271
H: -3.5682 -1.3718 -7.7302
H: 6.2547 0.8859 2.0285
H: 0.7436 -0.3738 -3.2124
H: -6.6429 -0.1711 -5.1679
H: -4.8384 2.1862 -6.0549
H: 1.4686 4.0277 4.6263
H: -1.8691 2.8736 -2.7822
H: -7.0602 -0.8422 -6.7500
H: -3.5396 2.8121 -5.0428
H: -4.3552 -0.4372 -4.2305
H: 8.1404 -1.5438 1.1924
H: -0.3497 6.1241 6.0044
H: -2.3741 2.5823 5.0996
H: 0.8213 0.7591 -5.2897
H: 7.4030 0.1476 3.4200
H: 0.4280 2.3258 -4.5992
H: 3.7279 1.0015 1.0708
H: 3.6926 -3.3054 0.9649
H: -0.0211 4.1583 7.4912
H: 8.1263 0.8428 1.8068
H: 5.5767 -4.2646 1.6463
H: -1.2658 4.1668 -1.7267
H: -2.6263 -3.5375 -0.7642
H: -0.3132 3.7008 -3.1332
H: 6.3787 -1.2440 0.5900
H: -1.2017 -6.1956 0.3971
H: -1.0712 3.0019 4.2579
H: -1.0076 2.7254 7.2676
H: -3.0830 -4.0040 2.8967
H: -0.7557 -6.3836 -1.2966
H: -1.6841 6.1732 4.8449
H: -4.0982 0.1447 -7.7646
H: 1.8811 4.4188 6.3308
H: -0.0229 -2.4319 1.6318
H: 4.8004 -3.6370 3.2866
H: -2.2243 -5.2733 2.0381
H: -1.2261 -2.4890 -0.6348
H: -0.1823 5.3749 4.4056
H: -3.0869 -1.1364 -5.2200
H: 6.5810 -1.9002 3.7062
H: 3.8230 -1.3356 3.2721
H: 2.3668 0.7793 -1.9661
H: -4.7715 1.7658 -4.3093

For reference, the Löwdin charges in units of e are: number 1, Br, carries 0.07; number 2, P, carries 0.41; number 3, O, carries -0.51; number 4, O, carries -0.19; number 5, O, carries -0.21; number 6, O, carries -0.21; number 7, O, carries -0.19; number 8, N, carries 0.05; number 9, N, carries 0.04; number 10, N, carries 0.04; number 11, N, carries -0.25; number 12, N, carries 0.03; number 13, C, carries -0.50; number 14, C, carries -0.20; number 15, C, carries -0.20; number 16, C, carries -0.43; number 17, C, carries -0.30; number 18, C, carries -0.20; number 19, C, carries -0.09; number 20, C, carries -0.11; number 21, C, carries -0.08; number 22, C, carries -0.11; number 23, C, carries -0.08; number 24, C, carries -0.08; number 25, C, carries -0.12; number 26, C, carries -0.25; number 27, C, carries -0.22; number 28, C, carries -0.19; number 29, C, carries -0.42; number 30, C, carries -0.43; number 31, C, carries -0.43; number 32, C, carries -0.12; number 33, C, carries -0.15; number 34, H, carries 0.13; number 35, H, carries 0.07; number 36, H, carries 0.09; number 37, H, carries 0.06; number 38, H, carries 0.08; number 39, H, carries 0.11; number 40, H, carries 0.07; number 41, H, carries 0.13; number 42, H, carries 0.06; number 43, H, carries 0.11; number 44, H, carries 0.07; number 45, H, carries 0.13; number 46, H, carries 0.10; number 47, H, carries 0.07; number 48, H, carries 0.06; number 49, H, carries 0.14; number 50, H, carries 0.08; number 51, H, carries 0.07; number 52, H, carries 0.07; number 53, H, carries 0.08; number 54, H, carries 0.07; number 55, H, carries 0.08; number 56, H, carries 0.12; number 57, H, carries 0.09; number 58, H, carries 0.07; number 59, H, carries 0.07; number 60, H, carries 0.07; number 61, H, carries 0.06; number 62, H, carries 0.06; number 63, H, carries 0.04; number 64, H, carries 0.08; number 65, H, carries 0.11; number 66, H, carries 0.07; number 67, H, carries 0.11; number 68, H, carries 0.09; number 69, H, carries 0.11; number 70, H, carries 0.07; number 71, H, carries 0.10; number 72, H, carries 0.07; number 73, H, carries 0.06; number 74, H, carries 0.12; number 75, H, carries 0.07; number 76, H, carries 0.08; number 77, H, carries 0.07; number 78, H, carries 0.07; number 79, H, carries 0.08; number 80, H, carries 0.00; number 81, H, carries 0.09; number 82, H, carries 0.06; number 83, H, carries 0.11; number 84, H, carries 0.07; number 85, H, carries 0.12; number 86, H, carries 0.09; number 87, H, carries 0.01; number 88, H, carries 0.05; number 89, H, carries 0.09



No. 2
Entry from the Open Molecules 2025 dataset: C21H56CdIO7 as an isolated structure in a non-equilibrium geometry (ωB97M-V/def2-TZVPD).

Computed properties:
HOMO energy = -10.91 eV
Spin multiplicity = 1
DFT total energy = -49676.7899 eV
LUMO level = -2.5 eV
Net charge = +1
Kohn-Sham gap = 0.3087 Eh

Atoms and positions in Å:
I: 1.6198 0.8169 -2.5224
Cd: 0.4086 -0.6017 -0.4586
O: -0.9091 0.4170 0.8244
O: 1.6963 -0.4260 1.1444
O: -0.3158 1.1066 3.4854
O: -1.3709 -1.2437 -1.5587
O: 1.1629 -2.4087 -1.3291
O: -0.3112 -2.5009 1.2121
O: -0.1573 3.9905 -3.2371
C: -1.5739 -3.0551 1.0882
C: -3.0304 1.4279 1.1035
C: 2.7190 1.6151 1.8468
C: 0.1830 4.4990 -4.5370
C: -0.7968 5.6088 -4.9799
C: 1.6712 4.8809 -4.5910
C: 0.4016 2.6647 5.2493
C: -1.9364 1.5951 5.0776
C: 2.9204 0.2654 1.1799
C: 3.4114 -2.8415 -1.8049
C: 3.9588 -0.5457 1.9771
C: 2.2527 -3.1242 -0.8876
C: -1.4437 -1.8551 -2.8214
C: -0.9174 2.6871 0.2778
C: -1.5587 -3.4383 -2.6265
C: -2.1890 -2.5366 2.3980
C: -2.7006 -1.2678 -3.4999
C: -1.7756 1.4045 0.3011
C: -0.7893 2.1988 4.3073
C: -1.2983 -4.6340 1.1546
C: 1.9592 -4.5966 -0.8890
H: 0.7374 2.0139 6.0566
H: -0.7314 -3.8590 -2.0550
H: -1.5257 1.0071 5.8983
H: -0.5594 5.9756 -5.9784
H: 1.1111 -4.7689 -0.2263
H: 1.3290 2.9773 4.7693
H: -1.6053 3.4823 -0.0096
H: -1.1573 2.9823 3.6448
H: -1.8519 5.3391 -5.0253
H: -2.1523 -1.4564 2.5395
H: 1.7726 2.1452 1.7397
H: 0.0017 3.7057 -5.2622
H: 1.9156 5.3861 -5.5255
H: 2.8647 1.5268 2.9234
H: 0.3869 3.2119 -3.0986
H: 0.9376 -2.8640 -2.1438
H: -0.8772 0.6660 1.7510
H: -1.0843 -5.0350 0.1639
H: -0.7333 6.4049 -4.2381
H: 2.7769 -5.2233 -0.5331
H: 4.8807 0.0187 1.8369
H: 3.6428 -0.7215 3.0054
H: 2.0151 5.3995 -3.6961
H: 3.3121 0.4303 0.1762
H: -2.5170 -3.6969 -2.1760
H: 0.2041 3.4726 5.9538
H: 0.0830 0.4868 4.1006
H: -3.5989 -1.5331 -2.9425
H: -0.5363 -1.7385 -3.4140
H: -2.6208 0.9148 4.5707
H: -1.7543 -2.9538 3.3063
H: -2.1607 -5.2462 1.4184
H: 3.9851 -1.5144 1.4782
H: -1.5559 -3.9050 -3.6115
H: -0.3040 2.9359 1.1438
H: -1.9632 1.1540 -0.7430
H: 4.2772 -3.4876 -1.6601
H: -3.5401 0.4655 1.0572
H: 3.7082 -1.7941 -1.7506
H: -0.4706 -4.9521 1.7885
H: 2.2716 3.9712 -4.5969
H: -3.7528 2.1546 0.7320
H: -2.7993 1.5665 2.1597
H: 3.5141 2.3254 1.6203
H: -2.8387 -1.7065 -4.4881
H: -2.1538 -2.7093 0.2325
H: -2.2434 -1.0096 -1.2337
H: 1.4762 -0.6721 2.0458
H: -0.0054 -2.8075 2.0689
H: 2.4932 -2.7488 0.1071
H: -2.5097 2.3240 5.6503
H: -0.1764 2.7293 -0.5205
H: -2.7940 -0.1930 -3.6556
H: 3.1785 -2.9216 -2.8668
H: 1.6413 -4.9280 -1.8775
H: -3.2336 -2.8290 2.5055

For reference, the Löwdin charges in units of e are: number 1, I, carries 0.10; number 2, Cd, carries 1.23; number 3, O, carries -0.20; number 4, O, carries -0.19; number 5, O, carries -0.10; number 6, O, carries -0.20; number 7, O, carries -0.22; number 8, O, carries -0.14; number 9, O, carries -0.11; number 10, C, carries -0.42; number 11, C, carries -0.02; number 12, C, carries -0.04; number 13, C, carries -0.48; number 14, C, carries -0.06; number 15, C, carries -0.05; number 16, C, carries -0.03; number 17, C, carries -0.07; number 18, C, carries -0.49; number 19, C, carries -0.05; number 20, C, carries -0.02; number 21, C, carries -0.53; number 22, C, carries -0.43; number 23, C, carries -0.03; number 24, C, carries -0.02; number 25, C, carries -0.05; number 26, C, carries -0.03; number 27, C, carries -0.47; number 28, C, carries -0.40; number 29, C, carries -0.02; number 30, C, carries -0.03; number 31, H, carries 0.08; number 32, H, carries 0.05; number 33, H, carries 0.08; number 34, H, carries 0.08; number 35, H, carries 0.06; number 36, H, carries 0.07; number 37, H, carries 0.09; number 38, H, carries 0.13; number 39, H, carries 0.07; number 40, H, carries 0.06; number 41, H, carries 0.07; number 42, H, carries 0.12; number 43, H, carries 0.08; number 44, H, carries 0.07; number 45, H, carries -0.08; number 46, H, carries 0.08; number 47, H, carries 0.04; number 48, H, carries 0.05; number 49, H, carries 0.08; number 50, H, carries 0.10; number 51, H, carries 0.10; number 52, H, carries 0.09; number 53, H, carries 0.08; number 54, H, carries 0.09; number 55, H, carries 0.08; number 56, H, carries 0.08; number 57, H, carries 0.10; number 58, H, carries 0.08; number 59, H, carries 0.11; number 60, H, carries 0.08; number 61, H, carries 0.09; number 62, H, carries 0.08; number 63, H, carries 0.07; number 64, H, carries 0.09; number 65, H, carries 0.07; number 66, H, carries 0.13; number 67, H, carries 0.09; number 68, H, carries 0.08; number 69, H, carries 0.06; number 70, H, carries 0.08; number 71, H, carries 0.06; number 72, H, carries 0.10; number 73, H, carries 0.07; number 74, H, carries 0.09; number 75, H, carries 0.09; number 76, H, carries 0.12; number 77, H, carries 0.09; number 78, H, carries 0.10; number 79, H, carries 0.10; number 80, H, carries 0.12; number 81, H, carries 0.09; number 82, H, carries 0.04; number 83, H, carries 0.09; number 84, H, carries 0.09; number 85, H, carries 0.10; number 86, H, carries 0.09